A cluster of 11 separate species, C22H66O11 in total, computed with ωB97M-V with the def2-TZVPD basis set.

Multiplicity = 1
Gap between HOMO and LUMO = 10.003 eV
Energy relative to the best compared isomer or geometry (same formula, charge and spin) = 475.2 kJ/mol
Structure (SMILES) = CCO.CCO.CCO.CCO.CCO.CCO.CCO.CCO.CCO.CCO.CCO
E_tot = -46401.8184 eV

Geometry (Å):
O1 -1.096 -0.390 -26.227
O2 6.341 9.141 -31.132
O3 0.631 5.792 -20.730
O4 6.996 0.335 -29.195
O5 1.766 4.285 -31.841
O6 -5.776 5.662 -21.176
O7 -5.233 0.971 -26.843
O8 -0.359 11.365 -29.420
O9 3.363 4.627 -24.118
O10 -8.286 6.791 -24.095
O11 0.534 4.960 -27.587
C1 6.720 2.651 -28.496
C2 -5.289 2.233 -28.811
C3 0.859 10.978 -28.840
C4 -6.093 1.457 -27.829
C5 -1.165 6.603 -19.498
C6 -0.076 0.457 -26.674
C7 5.328 8.367 -29.116
C8 -1.639 5.241 -26.614
C9 1.148 -0.385 -26.899
C10 -5.500 4.314 -20.797
C11 -5.038 3.627 -22.065
C12 0.991 4.604 -33.003
C13 5.366 8.261 -30.647
C14 3.934 3.342 -24.082
C15 0.798 6.093 -33.062
C16 -0.569 6.469 -20.911
C17 5.023 3.318 -22.972
C18 -0.754 5.336 -27.879
C19 -7.837 8.259 -25.975
C20 0.615 11.071 -27.284
C21 7.320 1.304 -28.198
C22 -8.482 8.116 -24.541
H1 -6.618 0.631 -28.308
H2 -2.640 5.636 -26.788
H3 0.298 6.326 -32.122
H4 -1.196 5.779 -25.776
H5 -4.848 3.148 -28.413
H6 -1.753 4.196 -26.324
H7 -8.011 7.408 -26.634
H8 1.447 -0.749 -25.917
H9 -0.370 10.974 -30.297
H10 -0.360 0.957 -27.601
H11 7.030 0.889 -27.233
H12 6.916 3.368 -27.699
H13 0.910 4.830 -28.460
H14 -5.904 2.663 -29.602
H15 1.099 9.931 -29.028
H16 6.944 3.029 -29.493
H17 5.196 9.385 -28.751
H18 -4.724 2.587 -21.972
H19 -4.651 1.548 -29.369
H20 4.382 8.544 -31.021
H21 -2.052 7.230 -19.410
H22 1.965 0.162 -27.371
H23 4.498 3.290 -22.017
H24 -1.201 5.815 -21.512
H25 -8.070 8.816 -23.815
H26 7.646 -0.352 -29.029
H27 -1.985 -0.075 -26.400
H28 -6.466 3.902 -20.506
H29 5.736 4.143 -22.974
H30 1.570 4.214 -33.840
H31 -5.723 0.648 -26.083
H32 8.394 1.481 -28.144
H33 -6.201 6.106 -20.438
H34 -0.799 6.383 -28.178
H35 0.149 6.415 -33.877
H36 -8.077 9.238 -26.388
H37 4.431 7.886 -28.725
H38 5.529 7.222 -30.933
H39 1.709 11.533 -29.236
H40 -5.837 3.594 -22.806
H41 6.492 8.859 -32.037
H42 0.064 1.214 -25.902
H43 1.180 5.754 -21.516
H44 -1.469 5.593 -19.222
H45 0.079 4.030 -32.839
H46 -4.757 4.202 -20.007
H47 -6.756 8.316 -25.851
H48 -1.143 4.720 -28.690
H49 0.958 -1.270 -27.506
H50 -6.763 2.170 -27.348
H51 -7.503 6.800 -23.540
H52 2.854 4.795 -24.915
H53 5.634 2.552 -28.489
H54 3.176 2.569 -23.948
H55 6.144 7.888 -28.576
H56 5.645 2.424 -22.952
H57 -0.485 7.120 -18.821
H58 0.264 12.081 -27.077
H59 -0.282 7.331 -21.512
H60 2.202 3.445 -32.003
H61 1.543 10.922 -26.731
H62 -0.124 10.327 -26.988
H63 -4.195 4.132 -22.537
H64 -9.559 8.231 -24.665
H65 1.682 6.720 -33.178
H66 4.463 3.125 -25.010

Here are the Löwdin charges for atoms 1 to 6, given in e: -0.08 -0.07 -0.09 -0.08 -0.10 -0.09


The molecule CH3Cl2NO, computed with ωB97M-V with the def2-TZVPD basis set.

Multiplicity = 1
Gap between HOMO and LUMO = 11.463 eV
Energy relative to the best compared isomer or geometry (same formula, charge and spin) = 79.9 kJ/mol
Structure (SMILES) = NC(O)(Cl)Cl
E_tot = -29667.8185 eV

Geometry (Å):
Cl1 2.212 -0.166 1.126
Cl2 1.456 -1.207 -1.508
O1 0.620 1.024 -0.537
N1 -0.277 -0.895 0.373
C1 0.880 -0.260 -0.110
H1 1.251 1.238 -1.139
H2 -0.691 -1.410 -0.314
H3 -0.948 -0.227 0.547

Here are the Löwdin charges for atoms 1 to 6, given in e: 0.58 0.64 -0.06 0.04 -1.31 0.02


A structure of composition C40H28ClF6MnN6O5S, computed with ωB97M-V with the def2-TZVPD basis set.

Multiplicity = 2
Gap between HOMO and LUMO (alpha / beta) = 6.422 / 6.407 eV
Energy relative to the best compared isomer or geometry (same formula, charge and spin) = 120.7 kJ/mol
E_tot = -132099.0152 eV
Net charge = -1

Geometry (Å):
Mn1 -0.388 0.247 0.594
Cl1 -2.757 -4.808 -4.212
S1 -1.834 2.277 4.424
F1 -1.108 5.716 -3.593
F2 1.438 -6.313 -0.368
F3 -3.777 2.003 -4.715
F4 -2.789 4.467 -5.353
F5 -3.107 0.798 -2.412
F6 -0.424 4.543 -1.272
O1 0.499 -1.641 0.960
O2 -1.396 2.050 -0.619
O3 0.830 0.782 2.229
O4 -1.835 -0.706 -0.148
O5 1.918 0.741 4.180
N1 0.638 -0.220 -1.401
N2 -1.762 -0.002 3.304
N3 1.345 1.975 -0.058
N4 2.680 -3.230 4.022
N5 -1.859 3.212 1.875
N6 -1.778 0.909 2.273
C1 1.683 -1.284 2.997
C2 -1.597 4.496 -3.298
C3 2.873 3.707 0.558
C4 -3.379 -3.382 -1.964
C5 3.793 3.271 -0.346
C6 -1.324 -2.812 -3.063
C7 -2.451 -3.577 -3.000
C8 -2.942 2.622 -3.861
C9 3.034 -3.073 6.476
C10 1.897 0.357 -1.704
C11 -1.990 -1.603 -1.028
C12 1.208 -2.053 1.883
C13 2.810 -0.128 -2.607
C14 -2.448 3.872 -4.190
C15 -1.725 2.605 -1.725
C16 1.646 -3.468 1.859
C17 2.455 -6.117 1.741
C18 1.458 0.212 3.155
C19 -0.604 0.203 6.671
C20 -2.591 2.010 -2.674
C21 -1.780 0.530 4.467
C22 2.371 -4.025 2.918
C23 0.154 -1.081 -2.223
C24 -1.815 2.145 2.694
C25 -1.061 -1.832 -2.086
C26 1.732 -5.542 0.701
C27 3.502 2.141 -1.145
C28 2.249 1.523 -0.955
C29 -1.246 3.878 -2.115
C30 4.057 0.504 -2.808
C31 2.370 -1.913 3.982
C32 4.405 1.614 -2.098
C33 1.321 -4.242 0.741
C34 2.783 -5.372 2.850
C35 3.173 -5.269 5.285
C36 3.555 -5.970 3.994
C37 1.647 3.013 0.668
C38 3.424 -3.773 5.179
C39 -1.740 -0.240 5.748
C40 -3.161 -2.425 -1.014
H1 4.630 -5.855 3.822
H2 0.901 3.330 1.387
H3 3.747 -5.657 6.128
H4 -0.526 -0.470 7.528
H5 0.747 -3.795 -0.061
H6 2.754 -7.155 1.672
H7 1.948 -3.011 6.564
H8 5.368 2.090 -2.240
H9 4.750 3.768 -0.459
H10 -0.615 -2.963 -3.870
H11 4.494 -3.616 4.995
H12 4.746 0.083 -3.529
H13 -1.614 2.990 0.882
H14 2.112 -5.434 5.498
H15 0.687 -1.294 -3.154
H16 -1.599 4.105 2.253
H17 3.067 4.559 1.196
H18 -2.702 -0.144 6.260
H19 -3.873 -2.252 -0.219
H20 -1.623 -1.287 5.464
H21 3.416 -3.653 7.317
H22 3.353 -7.041 4.054
H23 -4.272 -3.994 -1.929
H24 -0.781 1.210 7.054
H25 2.697 -1.298 4.808
H26 3.441 -2.067 6.557
H27 0.344 0.213 6.131
H28 2.601 -1.024 -3.174

Here are the Löwdin charges for atoms 1 to 6, given in e: 0.76 0.59 1.08 0.09 0.06 0.09


A structure of composition C24H36IrP2Si, computed with ωB97M-V with the def2-TZVPD basis set.

Multiplicity = 5
Gap between HOMO and LUMO (alpha / beta) = 7.064 / 5.850 eV
Energy relative to the best compared isomer or geometry (same formula, charge and spin) = 0.0 kJ/mol
E_tot = -54756.1788 eV
Net charge = +1

Geometry (Å):
Ir1 -0.180 -1.058 0.659
P1 1.308 -0.499 2.428
P2 -1.524 -0.413 2.375
Si1 -0.338 -0.003 -1.281
C1 -1.955 3.310 -3.266
C2 -3.091 0.031 1.705
C3 -1.526 1.148 -2.235
C4 2.329 -0.732 -2.255
C5 -0.870 -3.484 1.462
C6 0.407 -2.910 -0.411
C7 3.206 -0.071 -4.449
C8 -3.167 1.376 -4.030
C9 1.581 -1.559 3.911
C10 -1.832 -1.444 3.855
C11 0.907 0.388 -3.852
C12 -2.933 2.747 -4.094
C13 0.678 1.044 3.262
C14 -1.230 2.507 -2.379
C15 -0.970 -3.044 0.081
C16 1.945 0.444 -4.779
C17 -0.837 1.118 3.152
C18 1.096 -0.120 -2.555
C19 0.489 -3.561 1.807
C20 -2.497 0.573 -3.098
C21 2.965 -0.045 1.907
C22 1.289 -3.112 0.713
C23 0.634 3.863 0.109
C24 3.361 -0.721 -3.215
H1 -0.252 4.106 -0.488
H2 0.686 -2.098 4.244
H3 1.931 -0.920 4.739
H4 4.296 -1.232 -2.997
H5 1.175 1.901 2.783
H6 -2.882 -1.269 4.121
H7 -0.365 2.918 -1.859
H8 -3.409 0.967 2.188
H9 -1.728 4.375 -3.351
H10 -1.320 1.205 4.138
H11 1.327 4.674 0.046
H12 2.374 -3.030 0.679
H13 -1.171 1.959 2.527
H14 -3.009 0.163 0.619
H15 -1.205 -1.139 4.701
H16 -1.715 -3.829 2.043
H17 -0.076 0.792 -4.131
H18 1.105 2.936 -0.255
H19 0.876 -3.996 2.722
H20 -1.098 -1.292 -1.398
H21 -3.797 -0.778 1.936
H22 3.563 0.190 2.799
H23 4.035 -0.004 -5.161
H24 0.700 -2.816 -1.450
H25 0.326 3.787 1.149
H26 -2.675 -0.502 -3.076
H27 2.487 -1.199 -1.276
H28 2.364 -2.294 3.687
H29 2.911 0.834 1.256
H30 -1.692 -2.512 3.667
H31 3.414 -0.884 1.370
H32 -3.463 3.369 -4.816
H33 1.763 0.885 -5.758
H34 1.016 1.020 4.312
H35 -3.860 0.903 -4.724
H36 -1.874 -2.967 -0.511

Here are the Löwdin charges for atoms 1 to 6, given in e: 0.84 0.69 0.64 0.53 -0.07 -0.25


The molecule C12H15NOS, computed with ωB97M-V with the def2-TZVPD basis set.

Multiplicity = 1
Gap between HOMO and LUMO = 8.766 eV
Energy relative to the best compared isomer or geometry (same formula, charge and spin) = 227.1 kJ/mol
E_tot = -27058.2622 eV

Geometry (Å):
S1 -0.062 1.587 1.643
O1 -0.664 0.990 2.858
N1 0.743 0.291 0.820
C1 -1.064 1.802 -0.950
C2 0.727 -1.033 1.264
C3 0.180 1.318 -1.437
C4 0.755 -3.732 1.968
C5 0.599 1.495 -2.886
C6 0.311 -3.347 0.690
C7 -2.076 2.306 -1.943
C8 1.132 -2.812 2.897
C9 1.207 0.614 -0.546
C10 -1.474 1.796 0.520
C11 1.145 -1.455 2.551
C12 0.291 -2.020 0.357
H1 0.818 -4.794 2.202
H2 -1.625 3.154 -2.503
H3 -2.188 0.990 0.661
H4 -2.012 2.725 0.779
H5 -2.384 1.518 -2.643
H6 -2.992 2.622 -1.430
H7 0.033 -4.057 -0.112
H8 1.094 0.610 -3.262
H9 1.506 -3.093 3.891
H10 -0.126 -1.783 -0.644
H11 2.043 1.303 -0.485
H12 1.300 2.327 -2.946
H13 -0.224 1.649 -3.603
H14 1.415 -0.642 3.269
H15 1.592 -0.328 -0.982

Here are the Löwdin charges for atoms 1 to 6, given in e: 0.97 -0.49 -0.27 -0.26 -0.28 -0.21


A structure of composition C24H37F2N4O15S2V, computed with ωB97M-V with the def2-TZVPD basis set.

Multiplicity = 3
Gap between HOMO and LUMO (alpha / beta) = 5.373 / 5.454 eV
E_tot = -114955.4712 eV
Net charge = -2

Geometry (Å):
V1 0.656 0.482 -0.305
S1 2.230 2.303 -2.645
S2 2.101 3.481 -0.406
F1 2.239 0.814 -3.190
F2 0.869 3.581 0.550
O1 1.436 2.988 -3.585
O2 -3.654 -5.167 2.174
O3 -3.714 2.090 0.508
O4 2.815 -0.239 6.636
O5 1.330 -2.458 -2.583
O6 1.851 2.829 3.298
O7 -2.593 -1.853 -0.887
O8 -0.074 -1.429 0.439
O9 -1.226 2.754 -1.942
O10 -1.145 -5.089 3.143
O11 3.196 3.311 0.432
O12 3.472 -1.989 4.601
O13 1.448 0.895 1.501
O14 3.608 2.642 -2.576
O15 1.908 4.610 -1.245
N1 -0.953 1.500 0.737
N2 2.514 -0.688 -0.341
N3 -0.358 -0.168 -2.038
N4 1.614 2.015 -1.181
C1 -2.861 -4.402 1.651
C2 -1.583 4.110 -2.250
C3 -2.005 0.758 1.481
C4 1.987 0.570 2.647
C5 -2.260 -2.605 0.068
C6 2.558 -0.620 3.005
C7 -3.147 1.685 1.726
C8 4.514 -2.022 -0.732
C9 2.589 0.049 5.468
C10 -1.927 1.735 -2.714
C11 -0.899 -2.419 0.760
C12 3.217 -1.541 -1.396
C13 -0.937 0.664 -3.146
C14 2.926 -0.950 4.364
C15 1.961 1.689 3.713
C16 -1.467 0.260 2.833
C17 -4.759 2.994 0.705
C18 2.376 -2.785 -1.669
C19 2.135 1.327 5.055
C20 0.555 -3.612 -2.904
C21 -1.532 -0.250 -4.209
C22 -0.547 -3.297 1.761
C23 -3.116 -3.600 0.504
C24 -1.425 -4.303 2.289
H1 -5.367 3.029 -0.201
H2 -2.314 -0.156 0.973
H3 2.989 -3.526 -2.196
H4 5.218 -1.189 -0.636
H5 0.071 -4.030 -2.014
H6 1.928 -3.153 -0.737
H7 -0.247 -3.297 -3.574
H8 1.179 -4.355 -3.417
H9 -2.197 -0.187 3.500
H10 -4.048 -3.835 -0.001
H11 4.325 -2.421 0.264
H12 3.324 -1.020 -2.338
H13 2.318 -1.429 0.344
H14 2.067 2.159 5.746
H15 0.222 -0.820 -2.575
H16 -3.889 1.249 2.416
H17 -0.692 -0.478 2.611
H18 2.565 -1.365 2.213
H19 -2.216 -0.986 -3.776
H20 -2.521 2.044 -3.576
H21 -5.452 2.741 1.524
H22 -2.037 0.270 -5.028
H23 -2.836 2.561 2.331
H24 -0.777 4.748 -1.873
H25 -0.743 -0.832 -4.706
H26 -2.613 1.336 -1.942
H27 5.029 -2.762 -1.350
H28 -4.388 4.002 0.955
H29 0.375 -3.157 2.323
H30 -0.142 1.253 -3.621
H31 -1.486 2.072 0.072
H32 -0.968 1.083 3.366
H33 -2.489 4.417 -1.708
H34 3.306 -0.217 0.110
H35 -1.174 -0.801 -1.703
H36 -1.665 4.261 -3.327
H37 -0.581 2.142 1.446

Here are the Löwdin charges for atoms 1 to 6, given in e: 1.01 0.47 0.54 -0.17 -0.14 -0.24


A structure of composition C4H3EuLiO2, computed with ωB97M-V with the def2-TZVPD basis set.

Multiplicity = 8
Gap between HOMO and LUMO (alpha / beta) = 4.488 / 4.709 eV
Energy relative to the best compared isomer or geometry (same formula, charge and spin) = 1.6 kJ/mol
E_tot = -27807.2458 eV
Net charge = +2

Geometry (Å):
Eu1 0.966 2.280 -3.331
O1 0.474 1.452 -1.038
O2 0.021 -0.450 2.814
C1 -0.183 -1.009 1.801
C2 0.474 0.253 -0.425
C3 -0.795 -1.462 0.694
C4 -0.612 -0.591 -0.460
Li1 0.670 2.514 0.470
H1 -1.495 -0.360 -1.068
H2 1.456 -0.091 -0.071
H3 -0.976 -2.536 0.615

Here are the Löwdin charges for atoms 1 to 6, given in e: 1.85 -0.57 0.19 -0.15 -0.38 -0.07


A structure of composition C4H12O6Tl, computed with ωB97M-V with the def2-TZVPD basis set.

Multiplicity = 1
Gap between HOMO and LUMO = 6.113 eV
Energy relative to the best compared isomer or geometry (same formula, charge and spin) = 10.3 kJ/mol
E_tot = -21316.0208 eV
Net charge = -1

Geometry (Å):
Tl1 -0.287 -0.040 0.186
O1 -0.916 1.842 -0.023
O2 1.541 0.369 0.928
O3 0.007 -0.013 -1.795
O4 -0.938 -0.016 2.275
O5 -2.255 -0.736 -0.394
O6 0.318 -1.963 0.411
C1 -1.177 1.948 -1.438
C2 1.580 -1.985 1.103
C3 2.332 -0.745 0.727
C4 0.087 1.385 -2.113
H1 1.313 -1.945 2.153
H2 -0.848 0.898 2.573
H3 1.004 1.808 -1.699
H4 -2.733 -0.694 -1.189
H5 3.153 -0.464 1.403
H6 0.001 1.438 -3.212
H7 2.663 -0.594 -0.283
H8 -2.603 -1.653 -0.117
H9 -2.078 1.513 -1.813
H10 -1.219 2.977 -1.608
H11 -0.994 -0.432 3.115
H12 2.051 -2.894 0.815

Here are the Löwdin charges for atoms 1 to 6, given in e: 0.76 -0.33 -0.34 -0.36 -0.03 -0.05


A structure of composition C38H41F2N2O5W, computed with ωB97M-V with the def2-TZVPD basis set.

Multiplicity = 1
Gap between HOMO and LUMO = 5.527 eV
Energy relative to the best compared isomer or geometry (same formula, charge and spin) = 77.4 kJ/mol
E_tot = -60522.8207 eV
Net charge = +3

Geometry (Å):
W1 -1.185 0.243 0.783
F1 -3.100 1.463 0.967
F2 -2.788 0.501 2.939
O1 2.576 2.333 -1.546
O2 3.466 0.516 -0.465
O3 0.186 -0.815 0.307
O4 -0.565 1.746 0.121
O5 -2.549 -1.112 0.801
N1 -4.574 -2.158 1.008
N2 -2.601 -3.369 0.752
C1 3.814 1.609 -1.347
C2 1.643 1.854 -0.633
C3 -1.294 0.274 -1.985
C4 -0.263 1.197 -2.181
C5 -0.753 6.252 -1.879
C6 -1.132 -3.384 0.750
C7 1.589 -0.526 0.652
C8 1.454 0.215 1.961
C9 2.267 1.722 3.623
C10 -0.883 -0.716 -4.123
C11 0.197 2.155 -1.097
C12 -1.591 -0.694 -2.939
C13 -5.354 -3.406 1.190
C14 -1.210 3.914 -2.187
C15 0.688 4.612 -0.872
C16 2.460 1.026 2.434
C17 -5.300 -0.882 1.067
C18 3.582 -4.310 1.004
C19 -0.093 3.593 -1.414
C20 2.996 -2.384 -0.318
C21 0.403 1.198 -3.398
C22 0.358 5.937 -1.108
C23 1.068 1.623 4.357
C24 -3.287 -4.682 0.758
C25 -1.536 5.240 -2.420
C26 2.950 -3.752 2.107
C27 4.826 2.479 -0.651
C28 3.609 -3.621 -0.203
C29 4.278 1.082 -2.679
C30 -4.739 -4.522 0.377
C31 0.080 0.785 3.931
C32 2.077 0.369 -0.519
C33 0.094 0.247 -4.361
C34 2.332 -2.515 1.996
C35 2.349 -1.821 0.783
C36 -2.284 1.505 2.144
C37 0.238 0.060 2.712
C38 -3.270 -2.237 0.854
H1 -5.273 -5.451 0.567
H2 -1.116 -1.458 -4.876
H3 5.204 0.523 -2.551
H4 -0.811 -4.414 0.631
H5 -3.179 -5.128 1.748
H6 -2.404 -1.393 -2.783
H7 -2.393 5.484 -3.033
H8 -6.361 -1.106 1.035
H9 4.119 -4.046 -1.058
H10 1.572 4.386 -0.288
H11 -0.727 -3.017 1.692
H12 1.866 -2.089 2.877
H13 3.524 0.428 -3.124
H14 5.749 1.920 -0.499
H15 -0.792 0.613 4.550
H16 4.060 -5.278 1.086
H17 5.041 3.354 -1.263
H18 1.170 1.939 -3.576
H19 0.619 0.258 -5.308
H20 1.758 -0.148 -1.430
H21 3.388 1.100 1.884
H22 3.047 -1.861 -1.264
H23 4.450 2.811 0.320
H24 4.463 1.917 -3.356
H25 -1.002 7.288 -2.069
H26 -0.295 -0.896 2.661
H27 0.975 6.725 -0.697
H28 2.947 -4.273 3.056
H29 1.753 2.344 0.341
H30 0.949 2.173 5.281
H31 -6.371 -3.205 0.867
H32 -5.061 -0.258 0.213
H33 -5.380 -3.654 2.253
H34 3.067 2.348 4.001
H35 -0.726 -2.810 -0.076
H36 -2.056 0.408 -1.202
H37 -4.831 -4.301 -0.689
H38 -2.769 -5.317 0.043
H39 -1.821 3.133 -2.625
H40 -5.096 -0.354 1.993
H41 -2.486 2.460 2.611

Here are the Löwdin charges for atoms 1 to 6, given in e: 1.93 -0.06 -0.01 0.01 0.00 -0.26


> multiplicity of number 5 (C12H15NOS)?

1


> Number 1 is which compound?

C22H66O11


> Which of these has the highest E_tot?

C4H12O6Tl


> What is the formula in the first record?

C22H66O11